1.
This record from the OMol25 dataset describes a structure of composition C27H19F5N7O4STi. The level of theory is ωB97M-V/def2-TZVPD.

Structure (ORCA input):
```
! wB97M-V def2-TZVPD RIJCOSX def2/J DEFGRID3
* xyz 1 1
Ti 0.42 -0.05 -0.07
S 0.11 -1.23 -2.16
F -4.63 0.30 -3.32
F -2.83 -0.79 -1.66
F -1.28 0.97 -6.55
F 0.54 -0.08 -4.88
F -3.87 1.18 -5.77
O -0.81 1.22 -1.02
O 3.57 0.23 -0.89
O 1.78 1.49 -0.37
O -1.28 2.77 -3.15
N -2.08 -3.19 1.42
N 1.17 -2.21 0.08
N 0.73 -4.34 0.31
N -1.16 -1.27 0.90
N -0.54 1.34 1.37
N 1.44 -0.20 2.05
N -1.56 2.13 0.93
C 2.50 -0.19 4.62
C -2.40 3.10 -2.48
C 2.24 -2.92 -0.40
C -3.37 3.83 -3.17
C -3.36 0.19 -3.70
C 1.98 -4.25 -0.27
C -3.02 -2.22 1.67
C -2.42 -0.36 -2.86
C -1.62 2.01 -0.37
C -2.61 2.78 -1.13
C 1.38 0.57 4.32
C -0.98 -2.57 0.96
C -0.23 1.38 2.61
C 3.09 -0.93 3.62
C -0.73 -0.02 -4.48
C -3.78 3.22 -0.49
C -2.44 -1.03 1.35
C 4.36 1.43 -1.14
C 2.53 -0.91 2.35
C 0.28 -3.09 0.50
C -1.66 0.52 -5.35
C 2.34 0.41 -0.55
C 0.89 0.55 3.02
C -4.74 3.93 -1.18
C -4.52 4.23 -2.52
C -2.98 0.63 -4.96
C -1.08 -0.47 -3.21
H -3.92 2.98 0.55
H 3.98 -1.52 3.80
H 2.98 -1.48 1.55
H -2.22 -4.18 1.55
H -3.18 4.08 -4.20
H -5.64 4.24 -0.69
H 3.09 -2.43 -0.84
H 4.37 2.05 -0.25
H -0.75 2.02 3.31
H 2.56 -5.12 -0.53
H 0.25 -5.20 0.51
H 0.89 1.18 5.07
H -0.77 2.15 -2.61
H -2.85 -0.04 1.39
H -4.01 -2.45 2.04
H 5.35 1.08 -1.38
H 3.92 1.98 -1.97
H -5.27 4.79 -3.08
H 2.90 -0.19 5.63
*
```

Properties
ΔE to the lowest compared entry with this formula, charge and spin = 0.0 kJ/mol
Kohn-Sham gap = 6.8 eV
lowest unoccupied orbital energy = -3.649 eV



2.
This record from the OMol25 dataset describes a structure of composition C7H14PSSn in a non-equilibrium geometry. The level of theory is ωB97M-V/def2-TZVPD.

Structure (ORCA input):
```
! wB97M-V def2-TZVPD RIJCOSX def2/J DEFGRID3
* xyz -1 1
Sn 0.29 1.73 1.32
S 2.73 1.86 0.98
P -0.75 -0.64 2.71
C 2.58 3.14 -0.37
C -0.63 -1.51 -2.38
C 0.29 -0.70 -3.11
C 2.87 0.27 0.00
C 0.11 0.65 -2.70
C -1.39 -0.68 -1.52
C -0.84 0.65 -1.65
H 0.99 -1.04 -3.88
H 3.68 0.46 -0.73
H -1.12 1.49 -1.02
H -1.47 -1.58 1.88
H 0.63 1.54 -3.06
H 2.90 2.69 -1.32
H 1.57 3.56 -0.44
H 3.20 -0.52 0.71
H -0.81 -2.58 -2.51
H -1.56 -0.69 3.91
H 3.27 3.95 -0.09
H -2.23 -0.97 -0.89
H 1.91 0.01 -0.50
H 0.35 -1.47 3.12
*
```

Properties
ΔE to the lowest compared entry with this formula, charge and spin = 43.2 kJ/mol
Kohn-Sham gap (spin up / spin down) = 4.5 / 4.5 eV
lowest unoccupied orbital energy (spin up / spin down) = 2.726 / 2.740 eV



3.
This record from the OMol25 dataset describes an isolated molecule of C4H5NO2. The level of theory is ωB97M-V/def2-TZVPD.

Structure (ORCA input):
```
! wB97M-V def2-TZVPD RIJCOSX def2/J DEFGRID3
* xyz 0 1
O 0.80 -1.37 0.69
O 0.07 2.07 0.03
N 1.94 0.63 0.27
C 1.55 -0.60 -0.14
C 0.58 0.87 0.30
C -1.57 -0.67 0.00
C -0.19 -0.29 0.41
H 1.80 -1.04 -1.12
H 0.82 2.68 -0.10
H -2.13 0.24 -0.23
H -1.58 -1.31 -0.90
H -2.10 -1.21 0.79
*
```

Properties
ΔE to the lowest compared entry with this formula, charge and spin = 426.3 kJ/mol
Kohn-Sham gap = 8.4 eV
lowest unoccupied orbital energy = 0.693 eV



4.
This record from the OMol25 dataset describes an isolated molecule of C22H25Cl2N3O4. The level of theory is ωB97M-V/def2-TZVPD.

Structure (ORCA input):
```
! wB97M-V def2-TZVPD RIJCOSX def2/J DEFGRID3
* xyz 0 1
Cl -1.51 2.37 -0.03
Cl 2.24 -0.64 -2.41
O 4.10 0.93 -0.98
O 2.24 -3.11 -0.14
O -4.43 0.23 1.53
O 3.82 0.67 2.16
N -3.81 -0.98 -0.31
N 2.36 -1.33 1.22
N 3.76 -1.34 1.18
C 5.26 1.50 -0.41
C 2.48 2.43 0.10
C 1.67 -2.20 0.43
C -4.69 -0.25 0.45
C 2.85 1.38 -0.72
C 6.20 0.34 -0.05
C 0.49 0.97 -1.17
C -9.17 -0.30 -0.32
C -1.81 -0.86 1.10
C -1.79 -2.06 -0.98
C 4.41 -0.25 1.61
C -7.02 0.68 0.62
C 1.15 2.74 0.32
C -6.04 -0.12 -0.23
C -0.48 -1.17 1.28
C 0.16 2.01 -0.31
C -0.46 -2.38 -0.79
C -2.48 -1.29 -0.04
C 1.82 0.66 -1.37
C -8.35 0.96 -0.08
C 0.22 -1.91 0.34
C 5.90 -0.23 1.35
H 2.00 -0.45 1.56
H -8.93 1.64 0.54
H 6.05 -0.43 -0.81
H -6.43 -1.12 -0.42
H -2.30 -2.41 -1.87
H -8.16 1.46 -1.03
H 5.03 2.08 0.49
H 3.23 3.02 0.61
H 5.72 2.15 -1.16
H -0.28 0.41 -1.67
H -4.16 -1.34 -1.19
H -10.14 -0.05 -0.73
H 0.08 -2.97 -1.51
H -7.20 0.14 1.55
H 0.01 -0.83 2.19
H 4.12 -2.06 0.57
H -9.33 -0.84 0.62
H -5.90 0.38 -1.20
H 0.89 3.55 0.98
H 6.32 -1.23 1.44
H -8.68 -0.97 -1.02
H -2.35 -0.29 1.84
H 6.35 0.41 2.10
H -6.55 1.63 0.88
H 7.23 0.67 -0.09
*
```

Properties
structure (SMILES) = CCCCC(=O)Nc1ccc(C(=O)NNC(=O)CCCOc2ccc(Cl)cc2Cl)cc1
ΔE to the lowest compared entry with this formula, charge and spin = 2.4 kJ/mol
Kohn-Sham gap = 8.8 eV
lowest unoccupied orbital energy = 0.588 eV



5.
This record from the OMol25 dataset describes the ion CHO3 with charge +1 in a non-equilibrium geometry. The level of theory is ωB97M-V/def2-TZVPD.

Structure (ORCA input):
```
! wB97M-V def2-TZVPD RIJCOSX def2/J DEFGRID3
* xyz 1 1
O 0.03 0.72 -0.67
O 0.58 -1.48 -0.43
O -0.75 0.86 0.53
C 0.32 -0.41 -0.53
H -0.18 0.31 1.09
*
```

Properties
ΔE to the lowest compared entry with this formula, charge and spin = 0.0 kJ/mol
Kohn-Sham gap = 12.4 eV
lowest unoccupied orbital energy = -7.759 eV



6.
This record from the OMol25 dataset describes a structure of composition C5H13AlCl4N in a non-equilibrium geometry. The level of theory is ωB97M-V/def2-TZVPD.

Structure (ORCA input):
```
! wB97M-V def2-TZVPD RIJCOSX def2/J DEFGRID3
* xyz -1 1
Cl 1.10 0.10 -2.96
Cl -1.07 1.50 -4.25
Cl -1.54 -1.09 -3.06
Cl 0.05 -0.87 -5.47
Al -2.43 -0.59 1.28
N -1.47 0.40 -0.04
C -0.60 1.45 0.52
C 0.71 0.95 1.24
C 2.60 -0.81 1.45
C 1.18 -0.48 0.86
C -0.37 -0.09 -3.93
H -3.99 -0.17 1.14
H 1.18 -0.56 -0.24
H 2.55 -0.83 2.56
H 3.33 -0.02 1.19
H -0.99 -0.18 -0.72
H 1.53 1.69 1.07
H -2.29 -2.19 1.04
H -1.89 -0.29 2.76
H 0.52 0.98 2.33
H -1.22 2.02 1.24
H -0.30 2.11 -0.34
H 2.93 -1.79 1.05
H 0.48 -1.22 1.29
*
```

Properties
Kohn-Sham gap = 6.2 eV
lowest unoccupied orbital energy = 2.353 eV



7.
This record from the OMol25 dataset describes a structure of composition C13H29NNbO11 in a non-equilibrium geometry. The level of theory is ωB97M-V/def2-TZVPD.

Structure (ORCA input):
```
! wB97M-V def2-TZVPD RIJCOSX def2/J DEFGRID3
* xyz -1 1
Nb -0.18 6.31 2.16
O 2.69 -1.93 -0.61
O -2.37 -1.17 1.01
O -3.96 -1.61 -0.59
O 3.23 3.88 1.50
O -0.95 -3.19 -3.22
O 4.68 -0.91 -0.08
O 2.71 0.25 -0.33
O 0.40 -5.02 -3.56
O -4.43 -2.05 1.51
O 0.07 3.86 -0.95
O -1.87 -5.06 -3.93
N 1.00 4.83 1.15
C -3.06 -1.12 -1.58
C 0.20 -2.46 -2.82
C -0.61 2.56 1.17
C -1.76 -6.42 -4.33
C 3.48 -0.87 -0.32
C 3.41 1.45 -0.04
C 3.38 -3.18 -0.63
C -0.70 -4.48 -3.57
C -3.47 -1.57 0.67
C 0.17 3.80 0.41
C 1.78 3.64 3.58
C 2.01 4.15 2.04
C -4.06 -2.07 2.88
H 2.59 4.14 4.30
H -3.85 -1.06 3.24
H 2.69 2.28 -0.08
H -1.48 6.30 0.86
H 4.19 1.64 -0.79
H 0.11 1.61 1.03
H 1.09 6.46 3.47
H 3.83 1.42 0.97
H -0.78 2.73 2.32
H -1.20 7.55 3.06
H 0.69 3.73 3.98
H -1.38 -7.03 -3.50
H 3.80 -3.41 0.36
H 2.65 -3.96 -0.87
H -1.58 2.32 0.56
H -4.89 -2.47 3.46
H -1.06 5.02 3.14
H 0.93 -2.39 -3.64
H -2.75 -6.78 -4.59
H 0.65 -2.91 -1.93
H -2.15 -1.74 -1.61
H -1.11 -6.52 -5.20
H 0.68 7.61 1.24
H 4.16 -3.19 -1.40
H -0.12 -1.44 -2.56
H -2.81 -0.07 -1.40
H 2.03 2.47 3.59
H -3.19 -2.72 3.04
H -3.55 -1.20 -2.56
*
```

Properties
Kohn-Sham gap = 7.4 eV
lowest unoccupied orbital energy = 1.981 eV



8.
This record from the OMol25 dataset describes a structure of composition C4H6CuMgO in a non-equilibrium geometry. The level of theory is ωB97M-V/def2-TZVPD.

Structure (ORCA input):
```
! wB97M-V def2-TZVPD RIJCOSX def2/J DEFGRID3
* xyz 2 2
Cu -0.13 4.09 0.64
Mg 0.78 -2.21 2.24
O 1.17 -2.67 0.51
C 0.11 -1.34 -1.17
C 0.77 -2.41 -0.73
C -0.04 1.37 -0.05
C -1.11 1.55 0.76
H -2.10 1.76 0.35
H -0.28 -1.09 -2.16
H -1.04 1.38 1.84
H -0.11 1.58 -1.12
H 0.96 1.18 0.37
H 1.02 -3.19 -1.47
*
```

Properties
ΔE to the lowest compared entry with this formula, charge and spin = 32.5 kJ/mol
Kohn-Sham gap (spin up / spin down) = 5.1 / 4.7 eV
lowest unoccupied orbital energy (spin up / spin down) = -10.197 / -10.357 eV



9.
This record from the OMol25 dataset describes a structure of composition C12H16O2P in a non-equilibrium geometry. The level of theory is ωB97M-V/def2-TZVPD.

Structure (ORCA input):
```
! wB97M-V def2-TZVPD RIJCOSX def2/J DEFGRID3
* xyz 1 1
P 0.47 0.12 0.96
O 1.82 0.94 1.14
O 0.67 -0.57 -1.19
C -0.18 -2.70 -1.82
C 2.35 -2.20 -1.65
C -2.82 2.12 -0.33
C 1.07 -1.57 1.39
C -1.54 1.38 -0.29
C 2.19 2.04 0.26
C -3.36 2.58 0.85
C -0.96 1.17 0.93
C 1.08 -2.38 0.36
C -2.81 2.20 2.06
C -1.60 1.61 2.09
C 0.95 -1.90 -1.06
H 2.25 -2.14 -2.70
H -1.11 1.47 3.03
H 1.44 -3.41 0.52
H 2.79 -1.25 -1.27
H 1.30 -1.58 2.50
H -3.41 2.34 -1.32
H -4.44 2.81 0.89
H 2.72 -3.14 -1.23
H -0.30 -2.32 -2.81
H 3.17 2.26 0.55
H -0.14 -3.80 -1.86
H 2.06 1.77 -0.71
H -3.22 2.51 2.99
H -1.00 1.13 -1.24
H -1.13 -2.47 -1.41
H 1.70 2.98 0.38
*
```

Properties
ΔE to the lowest compared entry with this formula, charge and spin = 0.0 kJ/mol
Kohn-Sham gap = 8.4 eV
lowest unoccupied orbital energy = -4.902 eV